Entry 1:
# C3H6N3S

An isolated ion of composition C3H6N3S and charge +1 (ωB97M-V/def2-TZVPD, OMol25).

Orbital gap (spin up / spin down) ... 7.91 / 7.71 eV
LUMO energy (spin up / spin down) ... -3.944 / -6.761 eV
Energy above the lowest of the compared OMol25 structures with the same formula, charge and spin ... 1.892 eV
⟨S²⟩ ... 2.023
2S+1 ... 3
Net charge ... +1

Atoms and positions in Å:
N -0.20420 -0.49299 1.22252
C 1.25268 -0.51082 -0.96301
N -1.87381 0.51860 -0.24106
H -1.36616 0.51894 -1.14590
C -1.40324 -0.18211 0.76308
H 0.67549 -1.30777 -1.40690
H 0.57873 1.66538 -0.87765
H 0.07127 -1.09754 2.04843
H 1.69058 0.47879 0.95063
S -3.02035 0.05373 1.11663
N 0.37852 0.70089 -0.72914
H 2.31816 -0.39475 -1.16793
C 0.90232 0.04966 0.43029



Entry 2:
# C3H6N4

One molecule with the formula C3H6N4 (ωB97M-V/def2-TZVPD, OMol25).

Orbital gap (spin up / spin down) ... 7.30 / 8.18 eV
LUMO energy (spin up / spin down) ... -0.675 / -0.344 eV
Energy above the lowest of the compared OMol25 structures with the same formula, charge and spin ... 8.193 eV

Atoms and positions in Å:
H 0.96628 0.93499 -1.51765
N -0.97774 -1.80441 0.71463
H 1.90746 -0.82170 -1.29451
H -1.13044 1.36006 1.47968
H 1.24245 1.83937 0.04810
N -0.66702 -0.62744 0.65934
C -1.43024 0.35345 1.10868
N 1.00632 -2.48717 -0.69641
N 0.42609 -0.27755 -0.12864
C 1.17561 -1.28284 -0.71006
H -2.48563 0.18759 1.53344
H -0.57792 1.51104 -0.61199
C 0.54479 1.11461 -0.58461



Entry 3:
# C3H6N4

One molecule with the formula C3H6N4 (ωB97M-V/def2-TZVPD, OMol25).

Orbital gap ... 9.71 eV
LUMO energy ... 0.378 eV
Energy above the lowest of the compared OMol25 structures with the same formula, charge and spin ... 5.468 eV
SMILES string ... [H]/N=C\N/C=N/N=C

Atoms and positions in Å:
N -0.52582 -0.71619 0.70790
H 0.10973 1.72454 -2.94492
H 1.28947 -0.08557 0.20597
N 1.80136 1.75563 -2.14110
C -1.20740 -2.09696 2.26315
C 0.22068 0.03740 0.13149
H 2.62839 1.60570 -1.36751
C 0.45955 1.45915 -1.90891
H -1.12506 0.82411 -1.23937
N -0.20918 -1.52263 1.76983
N -0.19376 1.10587 -0.69534
H -2.22443 -1.59897 1.79445
H -1.02352 -2.49209 3.42437



Entry 4:
# C3H6N4

C3H6N4 as an isolated structure (ωB97M-V/def2-TZVPD, OMol25).

Orbital gap ... 9.43 eV
LUMO energy ... 1.059 eV
Energy above the lowest of the compared OMol25 structures with the same formula, charge and spin ... 5.894 eV

Atoms and positions in Å:
C -0.05920 -1.01074 0.87354
H 1.88023 0.56727 -1.46649
H -2.57486 -0.96733 -0.90940
H 1.25995 1.92256 -0.33239
H 0.83462 -1.68418 0.90924
N -1.79213 -0.41839 -0.62440
C 1.85365 0.98535 -0.44699
N -1.96127 0.68013 0.04427
N -0.50102 -0.85932 -0.53718
H 2.65082 0.64102 0.24980
N -0.87389 1.13974 0.46534
H -0.85054 -1.23541 1.54323
C 0.13365 0.23929 0.23141



Entry 5:
# C3H6N4

One molecule with the formula C3H6N4 (ωB97M-V/def2-TZVPD, OMol25).

Orbital gap ... 9.47 eV
LUMO energy ... 0.802 eV
Energy above the lowest of the compared OMol25 structures with the same formula, charge and spin ... 0.913 eV
SMILES string ... NC1=NCN=C1N

Atoms and positions in Å:
N 1.22088 1.63282 0.01351
N -1.09225 1.16457 0.08501
N 1.22359 -1.61989 -0.04124
H -2.73627 0.21490 0.67324
H 1.10760 2.61373 0.23444
H -2.20578 -0.17155 -1.15610
H 2.15965 -1.47553 0.30168
C 0.16857 -0.73061 0.06485
C -1.94813 0.00013 -0.12370
H 0.92571 -2.57177 -0.10976
H 2.07999 1.20404 -0.13485
C 0.14599 0.81313 0.03710
N -1.04954 -1.07396 0.15579



Entry 6:
# C3H6N4O

One molecule with the formula C3H6N4O (ωB97M-V/def2-TZVPD, OMol25).

Orbital gap ... 8.49 eV
LUMO energy ... 0.169 eV
Energy above the lowest of the compared OMol25 structures with the same formula, charge and spin ... 5.252 eV
SMILES string ... [H]/N=C\N/N=C\ON=C

Atoms and positions in Å:
N 1.00246 -0.29962 0.35412
H -2.84845 -1.91582 0.20766
C -2.73158 -0.89578 -0.07237
H -0.32224 2.68420 -0.32554
C 2.34826 -0.73634 -0.10482
H 0.10049 -0.91565 0.26696
N 0.77747 1.10727 0.36744
C -0.34621 1.57015 0.01881
H 3.05479 1.00805 0.04030
N 3.35517 0.00398 -0.23542
H -3.70909 -0.33350 -0.29545
H 2.41852 -1.89194 -0.14282
N -1.55309 -0.40638 0.10440
O -1.54649 1.02137 -0.18326



Entry 7:
# C3H6N4O

One molecule with the formula C3H6N4O (ωB97M-V/def2-TZVPD, OMol25).

Orbital gap ... 9.47 eV
LUMO energy ... 0.579 eV
Energy above the lowest of the compared OMol25 structures with the same formula, charge and spin ... 6.603 eV
SMILES string ... [H]/N=C1/NNCC=NO1

Atoms and positions in Å:
C -0.94021 0.05700 -0.88306
N -1.10185 0.97364 -1.82490
O -1.07321 0.11241 0.51763
N -0.18622 1.22215 0.75248
C 0.94621 0.78395 1.33802
H 0.42786 -0.69791 -1.96692
H 1.80176 1.55839 1.67983
C 1.17420 -0.69821 1.22383
H 0.39927 -1.15856 2.07861
H 2.10922 -0.81119 1.70078
H -1.78354 1.62206 -1.64333
N -0.09769 -1.03182 -1.09919
H 1.22821 -2.25433 -0.03210
N 1.00314 -1.16599 -0.11848



Entry 8:
# C3H6N4O

One molecule with the formula C3H6N4O (ωB97M-V/def2-TZVPD, OMol25).

Orbital gap ... 9.39 eV
LUMO energy ... -0.006 eV
Energy above the lowest of the compared OMol25 structures with the same formula, charge and spin ... 4.682 eV
SMILES string ... [H]/N=C/NC(=O)/C(N)=N\[H]

Atoms and positions in Å:
C 1.19863 0.62831 0.06864
N 0.85436 1.89585 0.08745
N -2.30920 0.89426 -0.28280
H -3.35383 0.96956 -0.54360
C 0.51342 -0.74414 0.00452
H -0.23719 1.68403 0.19753
H 3.26436 1.20642 0.39074
H -2.80869 -1.05458 0.05228
H 2.94407 -0.54746 -0.95886
N 2.64496 0.15807 0.03700
C -2.09736 -0.33581 -0.04514
O 1.10016 -1.77171 -0.34774
N -0.79371 -0.98361 0.56584
H -0.91998 -1.99918 0.77412



Entry 9:
# C3H6N4O

One molecule with the formula C3H6N4O (ωB97M-V/def2-TZVPD, OMol25).

Orbital gap ... 9.30 eV
LUMO energy ... -0.151 eV
Energy above the lowest of the compared OMol25 structures with the same formula, charge and spin ... 4.712 eV
SMILES string ... Cn1c(=O)ncn1N

Atoms and positions in Å:
H 1.03179 2.53488 -0.17069
H 1.88303 -0.40332 0.63441
H -0.10286 -2.29464 -0.56428
N -0.76055 1.83049 1.01217
O -1.89567 -0.19704 1.89905
C 0.25172 1.89363 0.09493
H -1.17683 -1.28761 -1.70234
N 0.43490 0.62117 -0.52939
C -0.77847 -1.32575 -0.59144
N 1.93528 0.32684 -0.26932
H -1.50426 -1.68876 0.13214
C -1.09261 0.41513 1.13705
N -0.32919 -0.13960 0.12712
H 2.10374 -0.28543 -1.20942



Entry 10:
# C3H6N4O

One molecule with the formula C3H6N4O (ωB97M-V/def2-TZVPD, OMol25).

Orbital gap ... 9.72 eV
LUMO energy ... 0.376 eV
Energy above the lowest of the compared OMol25 structures with the same formula, charge and spin ... 1.530 eV
SMILES string ... NN1C=NC(=O)NC1

Atoms and positions in Å:
H 0.61746 -1.69875 -0.28399
N 0.60592 0.24777 0.50781
C -0.09275 -0.97989 0.17817
C 0.19886 1.39233 -0.09057
N -0.43081 1.51220 -1.20248
N 1.50078 0.28085 1.57533
N -1.18214 -0.63487 -0.69894
C -1.15421 0.42314 -1.63201
H 1.06079 -0.04745 2.43787
H -1.76353 -1.41447 -0.97836
H 0.66489 2.28067 0.32297
H -0.48976 -1.44224 1.10221
O -1.84685 0.39263 -2.61638
H 2.31135 -0.31193 1.37837



Entry 11:
# C3H6N4O

One molecule with the formula C3H6N4O (ωB97M-V/def2-TZVPD, OMol25).

Orbital gap ... 8.70 eV
LUMO energy ... -0.730 eV
Energy above the lowest of the compared OMol25 structures with the same formula, charge and spin ... 2.527 eV
SMILES string ... [H]/N=C(\N)C(=O)/C(N)=N/[H]

Atoms and positions in Å:
H 0.62856 1.57012 0.13290
N 2.45061 -1.02629 -0.45355
C -1.05829 -0.01790 -0.21498
N -0.98776 1.24732 -0.51909
C 0.14997 -0.86185 -0.10916
N -2.22010 -0.66935 0.10722
H 3.31108 -0.36181 -0.11171
H -2.26118 -1.71112 0.20787
O -0.16524 -2.05330 0.05736
N 1.44159 1.05274 0.46346
H -1.96194 1.69375 -0.45443
C 1.43330 -0.29550 0.00062
H 2.39450 1.50201 0.42003
H -3.15510 -0.06881 0.47347



Entry 12:
# C3H6N4O

An isolated ion of composition C3H6N4O and charge +2 (ωB97M-V/def2-TZVPD, OMol25).

Orbital gap ... 10.48 eV
LUMO energy ... -10.180 eV
Energy above the lowest of the compared OMol25 structures with the same formula, charge and spin ... 0.000 eV
SMILES string ... [NH2+]=C1NC(=[NH2+])C(=O)N1
Net charge ... +2

Atoms and positions in Å:
H -2.13137 1.46533 1.69604
C 1.22641 0.70220 0.64586
H 2.26947 -0.49727 -0.73135
H -0.86056 -2.01797 -2.00480
N 1.35300 -0.23888 -0.36567
N 0.04328 -1.65545 -1.70816
C -0.46543 0.73518 0.78579
O 1.98917 1.32069 1.26889
N -0.88011 -0.15143 -0.13246
H -0.60550 2.07700 2.25455
H -1.85343 -0.37813 -0.34283
N -1.11177 1.45598 1.61488
C 0.18235 -0.73817 -0.80536
H 0.84449 -2.07907 -2.17538



no.,DFT total energy (eV)
1,-18500.741
2,-9160.663
3,-9163.388
4,-9162.962
5,-9167.943
6,-11211.525
7,-11210.173
8,-11212.095
9,-11212.065
10,-11215.247
11,-11214.250
12,-11198.859